84
Properties=species:S:1:pos:R:3:forces:R:3:lowdin_spin:R:1 method="wB97M-V/def2-TZVPD" homo_lumo_gap_ev="5.463 / 6.268" charge=-1 s_squared=8.758 lumo_energy_ev="2.117 / 2.116" spin_multiplicity=6 energy_ha=-8612.84595 relative_energy_kj_mol=0.0
Mn -0.571734 -0.069602 0.101811 0.0 -0.6 -0.3 4.675
C -3.071434 3.834220 2.346029 0.1 -0.1 0.0 0.000
C -1.665212 3.292461 2.309930 -0.3 0.1 -0.2 0.001
C -0.819015 3.322105 3.402526 0.0 0.0 0.2 0.008
C 0.465287 2.817932 3.285912 0.2 0.0 0.0 0.000
C 0.816285 2.244946 2.077864 0.3 -0.1 0.3 0.011
Br 2.602705 1.619340 1.863369 0.0 -0.1 0.0 0.003
N 0.012767 2.118093 1.048522 0.3 0.4 0.0 0.026
C -1.181002 2.696358 1.150590 -0.4 0.0 -0.1 0.014
H -3.225700 4.479315 3.212321 0.0 0.0 0.0 0.000
H -3.792623 3.012743 2.390603 0.1 0.1 0.0 0.000
H -3.292199 4.402486 1.441721 0.0 0.0 0.0 0.000
H -1.157632 3.736267 4.348556 0.1 0.0 -0.1 0.001
H 1.175963 2.863714 4.098870 0.0 0.0 0.0 0.000
H -1.790115 2.634341 0.257380 -0.1 -0.1 0.0 0.001
S -1.150894 1.302030 -2.016324 -0.2 0.0 -0.2 0.036
C -2.687077 0.510398 -1.852458 -0.1 -0.3 -0.1 0.010
S -3.264090 0.221296 -0.262501 0.0 0.1 -0.1 0.045
C -3.338355 0.024870 -2.997010 0.0 -0.1 -0.3 0.001
C -2.712956 0.111727 -4.286468 -0.2 0.0 0.3 0.001
N -2.205495 0.133964 -5.328009 -0.3 0.0 0.2 0.001
C -4.575258 -0.700786 -2.944941 0.3 0.1 0.0 0.001
N -5.563861 -1.299175 -2.963845 0.2 0.1 0.0 0.000
C -1.847421 -3.511520 -4.150414 0.1 0.0 0.2 0.000
N -1.635333 -3.194355 -2.744332 0.0 0.0 -0.2 0.002
C -2.157606 -3.858452 -1.653159 0.0 0.1 -0.1 0.001
C -1.736758 -3.169865 -0.559874 0.1 0.2 0.2 0.004
N -0.957733 -2.100751 -0.956760 -0.1 0.0 -0.1 0.031
C -0.924006 -2.147675 -2.272028 -0.2 -0.3 0.1 0.006
H -2.690633 -4.190975 -4.234511 0.0 0.0 0.0 0.000
H -0.962314 -3.980467 -4.580708 0.0 0.0 0.0 0.000
H -2.071957 -2.604133 -4.705210 0.0 0.1 0.0 0.000
H -2.791947 -4.725458 -1.753087 0.1 0.1 0.0 0.000
H -1.946581 -3.354263 0.484013 0.0 0.0 -0.2 0.000
H -0.433296 -1.436931 -2.920788 -0.1 0.0 0.0 0.000
C -0.405556 -0.752951 2.193758 -0.1 -0.1 -0.1 0.018
C -1.130087 -1.982725 2.539956 0.0 0.1 0.0 0.008
C -2.512737 -1.974299 2.818648 0.0 -0.1 0.0 0.005
C -3.209995 -3.139048 3.108617 0.1 0.1 0.0 0.000
C -2.561340 -4.372834 3.134648 0.0 0.1 0.0 0.006
C -1.199060 -4.406457 2.861187 0.1 0.1 0.0 0.000
C -0.500492 -3.239296 2.572188 0.0 -0.1 0.1 0.005
H 0.670188 -0.844727 2.361355 0.0 0.0 0.1 0.007
H -0.795565 0.105808 2.738738 -0.1 0.1 0.2 0.006
H -3.039281 -1.023822 2.772705 0.0 -0.1 0.0 0.000
H -4.276087 -3.087495 3.308695 0.1 0.0 0.0 0.000
H -3.106766 -5.283056 3.357489 0.0 0.0 0.0 0.001
H -0.673445 -5.356259 2.868079 0.0 0.0 0.0 0.000
H 0.564170 -3.289659 2.355770 -0.1 0.0 0.0 0.000
O 1.449652 -0.273252 -0.755577 0.0 -0.1 0.4 0.043
As 2.555294 0.032757 -1.924746 -0.2 0.0 -0.3 0.010
C 2.932752 1.896904 -2.210974 0.1 0.1 0.0 0.001
C 1.876311 2.763944 -2.478492 0.0 0.1 0.1 0.000
C 2.138775 4.100449 -2.745267 0.0 0.0 0.0 0.000
C 3.445455 4.572302 -2.738495 0.0 0.0 0.0 0.000
C 4.495401 3.711980 -2.445663 0.0 0.0 0.0 0.000
C 4.242002 2.371699 -2.181544 -0.1 0.1 0.0 0.000
C 4.203722 -0.840319 -1.467315 0.0 0.0 0.1 0.003
C 5.293817 -0.894495 -2.331801 0.0 -0.1 0.1 0.001
C 6.458282 -1.533974 -1.927997 -0.1 0.0 0.0 0.000
C 6.525526 -2.122594 -0.668843 0.0 0.0 0.0 0.000
C 5.429895 -2.082848 0.182615 0.0 0.0 0.0 0.000
C 4.262200 -1.439040 -0.215339 0.1 0.0 0.0 0.000
C 2.026992 -0.695290 -3.626448 0.1 0.0 0.0 0.001
C 1.211677 0.032744 -4.486769 0.0 0.0 0.0 0.001
C 0.758269 -0.547215 -5.664422 0.0 0.1 -0.1 0.000
C 1.132833 -1.843876 -5.987182 0.0 0.0 0.0 0.001
C 1.941154 -2.573776 -5.124838 0.0 0.0 0.1 0.000
C 2.382359 -2.003488 -3.937756 0.0 0.0 -0.1 0.001
H 0.850670 2.410800 -2.454984 0.1 0.1 0.0 0.000
H 1.314596 4.771377 -2.954780 0.0 0.0 0.0 0.000
H 3.646543 5.615478 -2.949380 0.0 0.0 0.0 0.000
H 5.513567 4.082999 -2.416416 0.0 0.0 0.0 0.000
H 5.060163 1.709227 -1.934962 0.0 0.0 0.0 0.000
H 5.229057 -0.454879 -3.319523 0.0 0.0 0.0 0.000
H 7.311193 -1.576673 -2.595017 0.0 0.0 0.0 0.000
H 7.438057 -2.617582 -0.354953 -0.1 0.0 0.0 0.000
H 5.478683 -2.554302 1.157451 0.0 0.0 0.0 0.000
H 3.390729 -1.395015 0.427218 0.0 0.0 0.0 0.000
H 0.887314 1.030350 -4.226787 0.0 0.0 0.0 0.000
H 0.094465 0.012815 -6.313448 0.1 -0.1 0.1 0.000
H 0.780279 -2.293460 -6.908463 0.0 0.0 0.0 0.000
H 2.220934 -3.591305 -5.370013 0.0 0.0 0.0 0.000
H 2.985998 -2.579292 -3.249582 0.1 -0.1 0.0 0.000


22
Properties=species:S:1:pos:R:3:forces:R:3:lowdin_spin:R:1 method="wB97M-V/def2-TZVPD" homo_lumo_gap_ev="4.157 / 9.390" s_squared=0.751 lumo_energy_ev="1.016 / 0.800" spin_multiplicity=2 energy_ha=-308.86098 relative_energy_kj_mol=210.6
C 1.219773 -0.326140 -0.334794 0.2 0.1 0.2 0.057
C 1.141538 1.186493 -0.387186 0.0 0.1 -0.4 0.084
N 0.183812 1.624698 -1.458674 -0.1 -0.4 0.3 0.193
C -0.061944 3.088267 -1.501813 0.1 -0.1 0.1 0.161
H 1.615586 -0.723961 -1.267763 -0.1 0.0 -0.1 0.024
H 1.899420 -0.620055 0.466139 0.0 0.0 0.0 0.003
H 0.255862 -0.770745 -0.102938 -0.1 0.0 -0.2 0.014
H 0.781358 1.624913 0.540510 0.0 0.0 0.1 0.015
H 2.103466 1.626143 -0.646864 0.0 0.1 0.1 0.022
H -0.721567 1.114741 -1.272857 -0.1 0.2 -0.2 0.137
H 0.525513 1.301443 -2.409599 0.1 0.0 0.0 0.167
H -0.590788 3.375020 -0.595084 0.0 0.0 0.0 0.025
H -0.660442 3.304461 -2.384094 0.0 0.0 0.0 0.048
H 0.905533 3.582589 -1.563989 -0.1 0.1 0.0 0.020
C -2.018868 -2.540260 0.891880 0.4 -0.1 -0.1 0.013
C -1.227170 -2.063580 1.845294 -0.2 0.3 0.1 0.007
N 0.110527 -2.400412 2.051949 0.0 -0.3 0.3 0.001
H -1.643931 -3.319385 0.235876 -0.2 0.0 -0.1 0.000
H -2.995050 -2.121848 0.716614 -0.1 -0.1 0.0 0.004
H -1.582067 -1.278932 2.504648 0.0 0.0 0.0 0.003
H 0.368959 -3.292254 1.650214 0.0 0.1 -0.1 0.000
H 0.390473 -2.371190 3.022522 0.0 0.1 -0.1 0.000